Computed, not measured: C12H24CaN4OP2 as an isolated structure in a non-equilibrium geometry, with wB97M-V/def2-TZVPD.

The value obtained for the HOMO energy (alpha / beta) is -10.790 / -10.786 eV. Its multiplicity is 2. As for the HOMO-LUMO gap (alpha / beta): 8.625 / 6.084 eV. As for the expectation value of S²: 0.782. As for the calculated total energy: -2126.010002 hartree. For the LUMO energy (alpha / beta), the calculation gives -2.1644 / -4.7019 eV. The total charge is +1.

Each line ends with the natural charge from an NBO analysis.
CARTESIAN COORDINATES (ANGSTROEM)
Ca1 -0.007215 -0.489250 0.118549  1.70
P1 1.432957 -2.351913 -1.560213  0.20
P2 -2.375538 -0.806041 1.674439  0.21
N1 1.244204 1.071544 -1.175463  -0.53
N2 -0.759539 1.759816 0.461735  -0.45
H1 1.353936 3.154501 -1.767442  0.21
H2 0.002932 3.763279 0.419258  0.22
H3 1.965100 2.769427 -0.107885  0.22
C1 1.186842 2.537853 -0.860734  -0.24
H4 -0.827720 3.261400 -1.085361  0.23
C2 -0.169346 2.904549 -0.259834  -0.27
H5 2.280041 1.226846 -2.936172  0.17
H6 -2.256029 2.948676 1.279986  0.18
C3 1.774743 0.570221 -2.204130  0.20
C4 -1.862124 1.920973 1.154960  0.01
H7 2.961699 -1.028790 -2.861325  0.25
C5 1.897902 -0.872076 -2.648340  -0.73
H8 1.299046 -0.979282 -3.560199  0.28
H9 -3.664530 -1.071853 1.077585  0.06
H10 -2.779250 -1.045721 3.039624  0.03
H11 0.759509 -3.062610 -2.597537  0.05
H12 2.670892 -3.016719 -1.702383  0.01
O1 -1.353466 -0.626455 -1.579986  -1.06
C6 -1.813992 0.351323 -2.462398  0.12
C7 -1.696282 -0.046601 -3.931420  -0.62
C8 -3.246397 0.773131 -2.136088  -0.62
H13 -1.174584 1.262942 -2.346906  0.10
H14 -0.645278 -0.125675 -4.222320  0.18
H15 -2.164832 -1.022046 -4.100579  0.21
H16 -2.192301 0.695072 -4.573548  0.21
H17 -3.316177 1.150802 -1.111361  0.18
H18 -3.604004 1.546880 -2.833126  0.21
H19 -3.907248 -0.101214 -2.206515  0.21
C9 -2.654728 0.949774 1.796021  -0.38
H20 -3.481664 1.341687 2.386000  0.23
N3 3.512791 0.064512 3.263426  -0.50
C10 2.535062 0.627385 4.082307  -0.08
C11 1.390931 0.657547 3.323577  -0.10
N4 1.648348 0.080283 2.082670  -0.58
C12 2.943316 -0.227101 2.063473  0.18
H21 4.485418 -0.108736 3.499545  0.44
H22 2.718339 0.942671 5.095137  0.24
H23 0.411648 1.043497 3.584420  0.22
H24 3.509526 -0.656746 1.248632  0.21

Force components x, y, z for each atom (eV/Å):
-0.1 -0.3 -0.3
-0.1 0.2 -0.9
-1.4 -0.6 0.7
0.0 0.1 0.5
-0.6 0.0 0.1
0.1 -0.3 0.5
-0.3 -0.3 -0.2
-0.2 -0.4 -0.5
0.6 -0.8 -0.5
0.0 -0.5 0.7
-0.4 0.1 0.1
-0.3 0.0 0.1
0.2 -0.3 -0.2
0.6 0.9 -0.6
-0.3 1.6 0.1
-0.3 0.2 -0.4
-0.1 -0.2 0.6
0.4 0.1 0.0
0.7 -0.2 0.3
0.2 -0.2 -0.7
0.1 0.1 0.6
-0.1 0.0 0.1
0.4 0.0 0.3
0.3 0.4 0.3
-0.1 -0.2 0.0
-0.1 -0.2 -0.1
-0.3 -0.1 -0.1
-0.1 0.0 -0.1
0.0 0.1 0.0
0.2 -0.2 0.1
0.0 0.0 -0.1
0.0 -0.2 0.3
0.1 0.2 -0.1
0.6 1.0 -0.2
0.1 -0.1 -0.2
-0.4 0.2 0.0
-0.1 -0.2 -0.8
0.8 -0.6 -0.2
0.5 0.2 -0.3
-0.8 0.3 1.1
-0.4 0.1 0.0
0.1 0.0 -0.1
0.3 -0.2 0.0
-0.2 0.0 0.1